ORCA calculation (the ωB97M-V functional and the def2-TZVPD basis) on a structure of composition CH5IN2.

Cartesian coordinates (Å):
I  -3.2531  1.5267  -0.9069
N  0.3009  -0.3382  1.9816
N  -1.7374  0.1849  -1.1226
C  -0.8443  0.3302  -1.9868
H  -0.7461  1.1379  -2.7103
H  -0.0800  -0.4382  -2.0114
H  1.1007  0.1644  1.6198
H  0.3019  -1.2625  1.5680
H  -0.5354  0.1323  1.6576

Calculated values
E_tot   -448.252815 Eh
Kohn-Sham gap   9.4 eV
Strongest force on any atom   0.9 eV Å⁻¹
E_LUMO   -0.06 eV
HOMO   -9.47 eV
Energy above the lowest of the compared OMol25 structures with the same formula, charge and spin   0.0000 eV